Entry 1:
Density functional theory data (wB97M-V/def2-TZVPD) for 3 unconnected molecules or ions with the total composition C3H10O4 in a non-equilibrium geometry.

Output
SMILES	CCC(=O)O.O.O
relative energy (zero: lowest compared OMol25 entry of this formula, charge and spin)	54.3	kJ/mol
HOMO energy	-11.2063	eV
2S+1	1

Geometry (Å):
C 1.836 -0.569 0.293
C 0.683 0.396 0.505
C -0.653 0.002 -0.066
O -1.006 -0.070 -1.216
O -1.662 0.226 0.863
H 1.866 -0.944 -0.735
H 1.851 -1.400 0.991
H 2.782 -0.062 0.210
H 0.571 0.649 1.555
H 0.970 1.362 0.073
H -2.504 0.414 0.416
O -1.077 2.401 2.511
H -1.575 3.015 1.962
H -1.262 1.541 2.066
O -0.534 -2.612 -3.224
H 0.350 -2.461 -3.597
H -0.636 -1.886 -2.607

Electronic structure analysis, Mulliken charges in units of e:
1. C -1.23
2. C -0.15
3. C 0.63
4. O -0.56
5. O -0.54
6. H 0.30
7. H 0.34
8. H 0.36
9. H 0.22
10. H 0.27
11. H 0.32
12. O -0.66
13. H 0.29
14. H 0.40
15. O -0.64
16. H 0.31
17. H 0.34

=====

Entry 2:
Density functional theory data (wB97M-V/def2-TZVPD) for 4 unconnected molecules or ions with the total composition C29H63Cl2N3O3P3S in a non-equilibrium geometry.

Output
charge	+1
HOMO energy	-11.6549	eV
2S+1	1

Geometry (Å):
C -1.316 3.291 3.163
C -1.985 2.461 4.306
P -2.653 0.844 3.626
C -1.076 -0.057 3.162
C -1.096 -1.568 3.540
C -3.536 1.380 2.075
C -4.365 2.462 1.918
C -4.774 3.442 3.000
C -5.551 2.637 4.116
C -7.042 3.000 4.137
Cl -7.262 4.634 4.862
N -4.801 2.551 0.598
C -5.653 3.579 0.012
O -5.129 4.869 0.292
N -3.778 4.961 -0.161
O -3.414 6.049 0.002
C -4.272 1.499 -0.034
P -4.422 0.987 -1.834
O -3.481 2.055 -2.632
Cl -6.376 1.320 -2.404
N -3.522 0.779 0.796
P -2.677 -0.691 0.318
S -0.975 -0.401 -0.523
H -0.340 3.703 3.459
H -1.940 4.144 2.856
H -1.126 2.710 2.248
H -2.749 3.010 4.865
H -1.180 2.199 5.009
H -0.260 0.412 3.733
H -0.849 0.140 2.106
H -0.961 -2.152 2.615
H -2.010 -1.895 4.049
H -0.231 -1.772 4.184
H -3.920 3.949 3.455
H -5.459 4.213 2.627
H -5.502 1.560 3.880
H -5.080 2.738 5.102
H -7.428 3.001 3.107
H -7.630 2.266 4.698
H -5.788 3.438 -1.066
H -6.652 3.569 0.468
H -2.735 1.558 -3.003
H -3.527 -1.337 -0.606
H -2.662 -1.509 1.469
C 1.240 3.727 -0.529
C 1.675 2.418 -1.181
C 3.191 2.274 -1.297
C 3.876 3.326 -2.172
C 3.368 3.401 -3.612
C 3.593 2.113 -4.398
H 1.551 4.594 -1.114
H 0.150 3.766 -0.441
H 1.662 3.822 0.474
H 1.204 2.324 -2.165
H 1.293 1.587 -0.579
H 3.422 1.276 -1.680
H 3.630 2.319 -0.295
H 4.950 3.117 -2.186
H 3.770 4.312 -1.709
H 3.891 4.215 -4.120
H 2.306 3.662 -3.629
H 4.654 1.857 -4.430
H 3.246 2.234 -5.426
H 3.049 1.272 -3.963
C 0.311 -7.917 5.532
C -1.195 -8.045 5.326
C -1.700 -7.315 4.082
C -1.492 -5.800 4.091
C -2.127 -5.066 5.272
C -3.647 -5.195 5.316
H 0.611 -6.878 5.685
H 0.623 -8.481 6.412
H 0.856 -8.308 4.671
H -1.720 -7.690 6.217
H -1.445 -9.105 5.228
H -2.764 -7.536 3.951
H -1.199 -7.727 3.200
H -1.898 -5.390 3.159
H -0.421 -5.578 4.074
H -1.870 -4.005 5.199
H -1.702 -5.419 6.215
H -4.097 -4.807 4.398
H -4.052 -4.625 6.154
H -3.961 -6.231 5.441
C 6.566 -2.434 -8.659
C 5.980 -1.923 -7.347
C 5.572 -0.451 -7.399
C 6.717 0.531 -7.658
C 7.864 0.469 -6.651
C 7.436 0.820 -5.231
H 7.482 -1.906 -8.926
H 6.810 -3.495 -8.580
H 5.852 -2.314 -9.477
H 6.693 -2.093 -6.535
H 5.095 -2.518 -7.104
H 5.075 -0.190 -6.459
H 4.819 -0.318 -8.182
H 6.306 1.546 -7.665
H 7.119 0.365 -8.662
H 8.639 1.173 -6.966
H 8.329 -0.521 -6.661
H 7.008 1.824 -5.192
H 8.296 0.796 -4.558
H 6.697 0.114 -4.845

Atom charges from the Mulliken analysis, given in e for atoms 1 to 99:
1. C -0.94
2. C -0.67
3. P -0.24
4. C 0.08
5. C -1.56
6. C -0.09
7. C 0.17
8. C -0.92
9. C -0.62
10. C -0.65
11. Cl -0.19
12. N 0.41
13. C -0.34
14. O -0.24
15. N 0.38
16. O -0.38
17. C -0.02
18. P 0.21
19. O -0.46
20. Cl -0.22
21. N 0.39
22. P 0.17
23. S -0.27
24. H 0.38
25. H 0.30
26. H 0.14
27. H 0.47
28. H 0.57
29. H 0.57
30. H -0.08
31. H 0.34
32. H 0.39
33. H 0.45
34. H 0.24
35. H 0.68
36. H 0.32
37. H 0.35
38. H 0.25
39. H 0.43
40. H 0.48
41. H 0.17
42. H 0.37
43. H 0.19
44. H 0.05
45. C -1.22
46. C 0.17
47. C -0.84
48. C -0.77
49. C -0.48
50. C -0.96
51. H 0.37
52. H 0.27
53. H 0.27
54. H 0.27
55. H -0.01
56. H 0.32
57. H 0.40
58. H 0.38
59. H 0.33
60. H 0.39
61. H 0.27
62. H 0.08
63. H 0.44
64. H 0.28
65. C -1.17
66. C -0.38
67. C -0.83
68. C -0.54
69. C -0.15
70. C -1.28
71. H 0.27
72. H 0.38
73. H 0.30
74. H 0.23
75. H 0.37
76. H 0.35
77. H 0.37
78. H 0.35
79. H 0.33
80. H 0.11
81. H 0.32
82. H 0.28
83. H 0.39
84. H 0.34
85. C -1.22
86. C -0.47
87. C -0.25
88. C -0.72
89. C -0.43
90. C -1.10
91. H 0.29
92. H 0.38
93. H 0.29
94. H 0.25
95. H 0.39
96. H -0.02
97. H 0.39
98. H 0.38
99. H 0.33

=====

Entry 3:
Density functional theory data (wB97M-V/def2-TZVPD) for 2 unconnected molecules or ions with the total composition CH2N7 in a non-equilibrium geometry.

Output
charge	-1
relative energy (zero: lowest compared OMol25 entry of this formula, charge and spin)	323.4	kJ/mol
HOMO energy (alpha / beta)	-4.7504 / -4.7025	eV
2S+1	1

Geometry (Å):
C 0.953 0.399 -0.117
N 0.793 -0.944 0.037
N 2.170 0.799 -0.092
N 2.038 -1.316 0.179
N 2.831 -0.327 0.109
N -2.064 1.966 0.220
N -1.376 1.019 0.047
N -1.739 -0.283 -0.160
H -2.666 -0.480 -0.372
H -0.939 -0.835 0.148

Electronic structure analysis, Mulliken charges in units of e:
1. C 0.38
2. N -0.23
3. N -0.39
4. N -0.46
5. N -0.32
6. N -0.55
7. N 0.36
8. N -0.44
9. H 0.22
10. H 0.42

=====

Entry 4:
Density functional theory data (wB97M-V/def2-TZVPD) for a molecular structure, C56H34F4N16O3STi in a non-equilibrium geometry.

Output
charge	+1
HOMO energy (alpha / beta)	-9.8969 / -9.9984	eV
2S+1	2
⟨S²⟩	0.994

Geometry (Å):
Ti 1.431 0.306 0.957
C -1.790 3.684 4.268
C -0.541 4.219 4.012
C 0.464 3.389 3.456
C 0.198 2.034 3.174
C -1.025 1.476 3.565
C -2.033 2.336 4.031
N 1.293 1.232 2.725
C 2.123 0.695 3.675
C 2.013 0.762 5.096
C 3.105 0.343 5.861
C 4.227 -0.273 5.293
C 4.274 -0.503 3.929
C 3.211 -0.046 3.140
N 3.165 -0.202 1.783
N 4.300 -0.693 1.235
C 4.334 -0.462 -0.064
C 5.493 -0.869 -0.784
C 5.639 -0.416 -2.070
C 4.625 0.315 -2.668
C 3.473 0.619 -1.923
N 3.305 0.271 -0.635
H -2.560 4.334 4.646
H -0.283 5.249 4.265
H 1.486 3.791 3.323
H -1.275 0.455 3.422
H -3.053 1.987 4.135
H 1.126 1.196 5.538
H 3.110 0.488 6.907
H 5.037 -0.624 5.976
H 5.139 -0.938 3.424
H 6.265 -1.457 -0.273
H 6.493 -0.737 -2.675
H 4.660 0.616 -3.713
H 2.638 1.140 -2.408
C 0.534 4.522 -2.753
N 1.068 3.660 -1.668
C 0.734 2.442 -1.300
N 1.290 2.136 -0.090
C 1.959 3.314 0.233
N 1.857 4.231 -0.682
C 0.490 3.750 -4.057
C 1.280 4.190 -5.104
C 1.270 3.435 -6.297
C 0.483 2.316 -6.420
C -0.379 1.895 -5.378
C -0.442 2.716 -4.241
C -1.185 0.717 -5.478
N -1.078 -0.233 -6.382
N -2.072 -1.213 -6.035
C -2.669 -0.852 -4.922
O -2.198 0.415 -4.507
C -3.460 -1.741 -4.078
C -3.580 -3.103 -4.316
C -3.912 -3.955 -3.267
C -4.046 -3.476 -1.958
C -3.950 -2.106 -1.736
C -3.958 -1.586 -0.353
N -2.829 -0.666 -0.043
C -1.501 -0.868 -0.082
N -0.836 0.250 0.277
C -1.856 1.147 0.449
N -3.054 0.657 0.283
C -3.824 -1.237 -2.845
H 1.229 5.403 -2.792
H -0.444 4.929 -2.391
H 0.142 1.796 -1.923
H 2.551 3.427 1.141
H 1.986 5.008 -4.938
H 1.951 3.748 -7.095
H 0.431 1.689 -7.313
H -1.070 2.402 -3.404
H -3.368 -3.521 -5.297
H -4.062 -4.985 -3.481
H -4.348 -4.144 -1.177
H -3.848 -2.442 0.336
H -4.884 -1.055 -0.074
H -1.004 -1.766 -0.442
H -1.670 2.192 0.684
H -3.955 -0.176 -2.749
O 0.918 -1.875 -7.469
C 1.392 -2.951 -6.778
O 1.607 -4.011 -7.353
C 1.700 -2.744 -5.315
C 1.943 -3.861 -4.469
C 1.932 -3.687 -3.097
C 1.546 -2.464 -2.491
S 1.466 -2.362 -0.754
C 1.295 -1.359 -3.358
C 1.449 -1.489 -4.740
H 0.321 -1.244 -7.018
H 2.144 -4.817 -4.936
H 2.210 -4.526 -2.432
H 0.935 -0.415 -2.887
H 1.420 -0.627 -5.385
F 0.208 -2.712 5.832
C -1.000 -2.098 5.653
C -1.424 -1.251 6.639
F -0.449 -0.705 7.415
C -2.772 -0.921 6.882
C -3.644 -1.514 5.942
C -3.196 -2.161 4.792
F -4.127 -2.547 3.883
C -1.807 -2.348 4.534
C -1.319 -2.639 3.176
C -0.313 -1.921 2.613
N 0.502 -1.308 2.001
C -1.932 -3.608 2.372
N -2.479 -4.457 1.761
F -5.000 -1.421 6.040
C -3.209 -0.021 7.897
C -2.337 0.921 8.470
N -1.563 1.704 8.889
C -4.555 0.132 8.245
N -5.701 0.330 8.487

Atom charges from the Mulliken analysis, given in e for atoms 1 to 99:
1. Ti -0.32
2. C -0.73
3. C -0.83
4. C 0.17
5. C -1.00
6. C 0.23
7. C -1.29
8. N 1.51
9. C 0.79
10. C -0.84
11. C -0.83
12. C -0.73
13. C -0.64
14. C 0.26
15. N 1.79
16. N -1.08
17. C -0.09
18. C -0.78
19. C -0.48
20. C -0.92
21. C -0.24
22. N 0.38
23. H 0.49
24. H 0.42
25. H 0.34
26. H 0.65
27. H 0.58
28. H 0.65
29. H 0.54
30. H 0.35
31. H 0.48
32. H 0.55
33. H 0.41
34. H 0.50
35. H 0.51
36. C -1.02
37. N 1.16
38. C -1.18
39. N 1.25
40. C -0.58
41. N -1.18
42. C 1.17
43. C -0.95
44. C -0.89
45. C -0.65
46. C 0.25
47. C -0.44
48. C 0.26
49. N -0.41
50. N -0.58
51. C 0.61
52. O -0.24
53. C 0.00
54. C -0.46
55. C -0.84
56. C -0.62
57. C 0.55
58. C -0.97
59. N 1.17
60. C -1.14
61. N 1.62
62. C -1.20
63. N -1.06
64. C -0.26
65. H 0.38
66. H 0.28
67. H 0.35
68. H 0.57
69. H 0.40
70. H 0.40
71. H 0.57
72. H 0.98
73. H 0.50
74. H 0.47
75. H 0.50
76. H 0.20
77. H 0.37
78. H 0.20
79. H 0.73
80. H 0.56
81. O -0.48
82. C 0.33
83. O -0.59
84. C 0.07
85. C -0.92
86. C -0.64
87. C 0.54
88. S -0.27
89. C -0.17
90. C -0.72
91. H 0.42
92. H 0.49
93. H 0.42
94. H 0.15
95. H 1.09
96. F -0.38
97. C 0.63
98. C 0.42
99. F -0.40